--- A ---
{
  "formula": "C8H14",
  "method": "the ωB97M-V functional and the def2-TZVPD basis",
  "symbols": ["C", "C", "C", "C", "C", "C", "C", "C", "H", "H", "H", "H", "H", "H", "H", "H", "H", "H", "H", "H", "H", "H"],
  "xyz": [[-2.236, -0.077, -1.676], [-2.628, -0.568, -0.282], [-2.134, 0.338, 0.887], [-0.741, -0.004, 1.411], [0.310, -0.411, 0.482], [1.591, 0.162, 0.475], [2.686, -0.186, -0.285], [4.045, 0.414, -0.101], [-2.700, 0.890, -1.874], [-2.551, -0.776, -2.458], [-1.154, 0.029, -1.727], [-2.316, -1.599, -0.099], [-3.727, -0.624, -0.259], [-2.903, 0.271, 1.658], [-2.120, 1.362, 0.474], [-0.508, -1.206, 0.923], [-0.462, 0.152, 2.458], [1.716, 1.026, 1.151], [2.546, -0.953, -1.043], [4.033, 1.195, 0.658], [4.788, -0.335, 0.227], [4.463, 0.901, -0.998]],
  "homo_lumo_gap_ev": [4.80, 5.72],
  "s_squared": 0.780,
  "e_homo_ev": [-0.55, -1.52],
  "charge": -1,
  "spin_multiplicity": 2
}


--- B ---
{
  "formula": "C8H14",
  "method": "the ωB97M-V functional and the def2-TZVPD basis",
  "symbols": ["C", "C", "C", "C", "C", "C", "C", "C", "H", "H", "H", "H", "H", "H", "H", "H", "H", "H", "H", "H", "H", "H"],
  "xyz": [[0.999, -2.384, -0.664], [0.037, -1.648, 0.370], [0.550, -0.229, 0.558], [1.477, 0.195, 1.410], [-1.293, 1.220, -0.207], [-0.066, 0.746, -0.464], [0.702, 1.481, -1.513], [-2.378, 0.802, 0.640], [1.414, -1.683, -1.454], [0.677, -3.180, -1.354], [1.831, -2.838, -0.087], [-0.136, -2.257, 1.386], [-1.035, -1.529, 0.116], [1.977, -0.382, 2.161], [1.907, 1.194, 1.584], [-1.366, 2.254, -0.590], [1.610, 0.969, -1.824], [0.031, 1.716, -2.285], [1.055, 2.435, -1.136], [-3.280, 1.292, 0.470], [-2.104, 1.121, 1.729], [-2.745, -0.216, 0.500]],
  "homo_lumo_gap_ev": [2.62, 9.03],
  "s_squared": 0.751,
  "e_homo_ev": [1.36, -4.87],
  "charge": -1,
  "spin_multiplicity": 2
}


--- C ---
{
  "formula": "C8H14",
  "method": "the ωB97M-V functional and the def2-TZVPD basis",
  "symbols": ["C", "C", "C", "C", "C", "C", "C", "C", "H", "H", "H", "H", "H", "H", "H", "H", "H", "H", "H", "H", "H", "H"],
  "xyz": [[-0.936, -2.290, -1.475], [-0.883, -1.241, -0.356], [0.115, -0.132, -0.515], [1.253, -0.205, -1.243], [0.464, 1.281, 1.532], [-0.108, 1.064, 0.346], [-1.024, 2.124, -0.265], [1.474, 0.382, 2.180], [0.047, -2.581, -1.832], [-1.544, -1.945, -2.323], [-1.399, -3.208, -1.140], [-0.666, -1.749, 0.597], [-1.886, -0.802, -0.341], [1.536, -1.163, -1.656], [1.973, 0.585, -1.417], [0.132, 2.176, 2.064], [-1.332, 1.875, -1.275], [-1.906, 2.304, 0.365], [-0.497, 3.065, -0.362], [2.306, 0.938, 2.591], [1.805, -0.351, 1.464], [1.077, -0.128, 3.062]],
  "homo_lumo_gap_ev": [2.52, 9.82],
  "s_squared": 0.750,
  "e_homo_ev": [1.41, -5.57],
  "charge": -1,
  "spin_multiplicity": 2
}


Least stable = A


--- A ---
{
  "formula": "C2H5O2",
  "method": "the ωB97M-V functional and the def2-TZVPD basis",
  "symbols": ["O", "H", "O", "C", "C", "H", "H", "H", "H"],
  "xyz": [[2.557, -0.143, 0.035], [2.155, -0.826, 0.575], [0.122, 1.334, 0.114], [-0.986, 0.749, -0.104], [-1.232, -0.623, 0.014], [-1.789, 1.420, -0.465], [-0.694, -1.246, 0.714], [-1.874, -1.043, -0.753], [1.739, 0.379, -0.130]],
  "homo_lumo_gap_ev": 7.05,
  "e_homo_ev": -2.27,
  "charge": -1
}


--- B ---
{
  "formula": "C2H5O2",
  "method": "the ωB97M-V functional and the def2-TZVPD basis",
  "symbols": ["O", "H", "C", "C", "O", "H", "H", "H", "H"],
  "xyz": [[-0.903, 0.093, -2.290], [-1.341, -0.683, -1.948], [-0.856, -0.170, 0.647], [0.395, 0.204, 0.389], [1.378, 0.024, 1.481], [-1.352, -0.719, -0.132], [-1.308, 0.162, 1.583], [0.849, 0.474, -0.557], [2.017, -0.434, 0.946]],
  "homo_lumo_gap_ev": 6.17,
  "e_homo_ev": -2.21,
  "charge": -1
}


--- C ---
{
  "formula": "C2H5O2",
  "method": "the ωB97M-V functional and the def2-TZVPD basis",
  "symbols": ["O", "H", "O", "C", "C", "H", "H", "H", "H"],
  "xyz": [[2.179, 0.405, 0.465], [1.475, -0.232, 0.684], [-0.189, -1.187, -0.233], [-1.184, -0.408, -0.140], [-1.229, 0.968, -0.223], [-2.186, -0.885, 0.018], [-0.296, 1.453, -0.487], [-2.172, 1.444, -0.100], [1.696, 1.229, 0.364]],
  "homo_lumo_gap_ev": 7.22,
  "e_homo_ev": -2.43,
  "charge": -1
}


Least stable = B


--- A ---
{
  "formula": "C5H11BrN4Si2",
  "method": "the ωB97M-V functional and the def2-TZVPD basis",
  "symbols": ["C", "C", "C", "C", "C", "N", "N", "N", "N", "Si", "Si", "Br", "H", "H", "H", "H", "H", "H", "H", "H", "H", "H", "H"],
  "xyz": [[-0.692, 3.036, 1.420], [0.093, -2.621, -2.173], [-0.186, 3.471, 0.097], [0.127, -3.134, -0.685], [1.859, -0.485, 1.937], [-0.798, 1.805, 1.709], [-0.479, -1.563, -2.409], [-0.222, 2.300, -0.756], [-0.732, -2.259, -0.071], [-0.450, 0.845, 0.264], [-1.215, -0.860, -0.976], [-3.251, -0.343, -1.780], [-0.756, 3.718, 2.193], [0.545, -3.176, -2.961], [-0.786, 4.222, -0.288], [0.805, 3.917, 0.207], [-0.168, -4.171, -0.537], [1.130, -3.115, -0.381], [1.008, -1.063, 2.109], [2.599, -0.931, 1.336], [2.269, 0.261, 2.559], [-0.043, 2.397, -1.781], [-0.657, -2.250, 0.970]],
  "homo_lumo_gap_ev": [6.40, 7.79],
  "e_homo_ev": [-6.64, -8.05]
}


--- B ---
{
  "formula": "C5H11BrN4Si2",
  "method": "the ωB97M-V functional and the def2-TZVPD basis",
  "symbols": ["C", "C", "C", "C", "C", "N", "N", "N", "N", "Si", "Si", "Br", "H", "H", "H", "H", "H", "H", "H", "H", "H", "H", "H"],
  "xyz": [[-2.573, -0.938, -1.815], [3.020, 0.565, 1.429], [-2.332, 0.386, -2.671], [3.012, -0.966, 1.618], [-2.154, 0.847, 2.268], [-1.643, -1.261, -1.024], [2.193, 1.139, 0.639], [-1.281, 1.100, -1.901], [2.016, -1.467, 0.713], [-0.668, 0.052, -0.652], [1.572, -0.167, -0.364], [3.090, -0.136, -2.144], [-3.520, -1.455, -1.973], [3.751, 1.144, 2.066], [-1.904, 0.115, -3.572], [-3.333, 0.933, -2.803], [3.962, -1.372, 1.256], [2.880, -1.190, 2.704], [-3.203, 1.244, 2.131], [-2.010, 0.114, 3.037], [-1.509, 1.706, 2.305], [-1.263, 2.112, -2.005], [1.898, -2.507, 0.757]],
  "homo_lumo_gap_ev": [8.23, 6.73],
  "e_homo_ev": [-8.90, -6.94]
}


Least stable = A